A.
Computed, not measured: the molecule C3H6N4O, with ωB97M-V/def2-TZVPD.

Structure (ORCA input):
```
! RIJCOSX wB97M-V def2-TZVPD def2/J DEFGRID3
* xyz 0 1
H -1.8495 -2.5378 0.2696
N -1.0069 -2.0165 0.0669
C -1.1352 -0.7702 -0.1029
N -2.1782 0.0428 -0.8601
O -2.6297 1.1258 -0.5531
C -0.2790 0.3411 0.5226
N -0.4863 1.5608 0.7028
H -1.4601 1.8776 0.6653
N 0.8789 -0.3220 0.1981
C 2.0678 0.3622 -0.2775
H 0.9823 -1.2713 0.5449
H 2.8719 -0.3622 -0.3835
H 2.3719 1.1270 0.4392
H 1.8520 0.8427 -1.2322
*
```

Calculated values
SMILES = [H]/N=C(N=O)/C(=N\[H])NC
Highest occupied orbital energy (alpha / beta) = -8.687 / -8.374 eV
LUMO energy (alpha / beta) = -1.273 / -1.211 eV
HOMO-LUMO gap (alpha / beta) = 7.41 / 7.16 eV

Atom charges from the Mulliken analysis, given in e for atoms 1 to 4: 0.27 -0.64 0.51 0.04

---

B.
Computed, not measured: a 2-piece molecular cluster, C3H6N4O overall, with ωB97M-V/def2-TZVPD.

Structure (ORCA input):
```
! RIJCOSX wB97M-V def2-TZVPD def2/J DEFGRID3
* xyz 0 1
C -1.0402 -0.1876 -0.1052
C 1.9135 0.8436 -0.2965
C 2.3281 -0.4802 0.2631
H -3.3267 0.6282 1.3520
H -2.7900 -0.9695 -0.6947
H -1.3292 -1.8138 -0.7715
H -0.8228 1.9223 0.4825
H 2.4690 1.3832 -1.2248
H 1.4606 -1.1910 0.9803
N -2.4275 -0.3884 0.2100
N -0.4619 -1.3196 -0.4772
N -0.3634 1.0085 0.3647
N 0.8486 1.4246 -0.3455
O 3.5421 -0.8603 0.2629
*
```

Calculated values
Highest occupied orbital energy = -9.127 eV
LUMO energy = -1.802 eV
HOMO-LUMO gap = 7.33 eV

Atom charges from the Mulliken analysis, given in e for atoms 1 to 4: 0.45 0.12 0.06 0.28

---

Most stable: A

---

A.
Computed, not measured: the molecule C4H5N5, with ωB97M-V/def2-TZVPD.

Structure (ORCA input):
```
! RIJCOSX wB97M-V def2-TZVPD def2/J DEFGRID3
* xyz 0 1
C 0.1367 -1.0772 1.5826
C 1.1932 -1.7629 1.0701
C -0.3999 -0.3520 0.4556
C -0.0270 1.5504 -2.1460
N 1.2077 -1.6137 -0.2912
N -0.6354 2.0392 -1.1595
N -1.4918 1.5937 -0.3470
N 0.2392 -0.8581 -0.6314
N -1.4703 0.5273 0.3651
H -0.3302 -1.0247 2.5234
H 1.9557 -2.2769 1.5140
H -0.2622 0.5982 -2.5153
H 0.7435 2.0671 -2.6450
H -2.3251 0.6935 0.9998
*
```

Calculated values
Highest occupied orbital energy (alpha / beta) = -8.418 / -8.417 eV
LUMO energy (alpha / beta) = -1.108 / -1.111 eV
HOMO-LUMO gap (alpha / beta) = 7.31 / 7.31 eV

Atom charges from the Mulliken analysis, given in e for atoms 1 to 4: -0.52 -0.56 0.49 -0.20

---

B.
Computed, not measured: the molecule C4H5N5, with ωB97M-V/def2-TZVPD.

Structure (ORCA input):
```
! RIJCOSX wB97M-V def2-TZVPD def2/J DEFGRID3
* xyz 0 1
H 2.9086 -1.2780 -0.1677
N 2.5623 -0.3846 -0.2939
C 1.1606 -0.3229 -0.2716
C 0.3216 -1.1635 0.4574
N -0.8040 -1.4954 0.1629
N -1.6706 -1.0887 -0.6624
C -1.9891 0.2159 -0.5840
C -1.2595 1.0312 0.4846
N -0.0384 1.6641 0.2025
N 0.9336 1.0587 -0.6455
H 0.8543 -1.4564 1.3113
H -2.8219 0.4844 -1.2280
H -1.9181 1.1478 1.5046
H 1.7604 1.5876 -0.2702
*
```

Calculated values
SMILES = [H]\N=C1/C=N\N=C/C=N\N1
Highest occupied orbital energy = -8.965 eV
LUMO energy = -0.640 eV
HOMO-LUMO gap = 8.32 eV

Atom charges from the Mulliken analysis, given in e for atoms 1 to 4: 0.22 -0.70 0.58 -0.19

---

C.
Computed, not measured: the molecule C4H5N5, with ωB97M-V/def2-TZVPD.

Structure (ORCA input):
```
! RIJCOSX wB97M-V def2-TZVPD def2/J DEFGRID3
* xyz 0 1
H -1.8172 -1.1773 -1.0917
N -0.9512 -1.7802 -1.0003
C -0.2105 -1.0496 -0.3211
N 0.8051 -1.6328 0.4140
C 1.9044 -0.9481 0.5269
N 2.3659 0.1811 -0.3815
N 1.5865 1.1787 -0.6173
C 0.2707 1.4129 -0.1476
C -0.5589 0.3845 0.1123
N -1.8722 0.6262 0.3991
H 2.8117 -1.2775 1.0769
H 0.0177 2.4238 -0.3879
H -2.0635 1.7325 0.0738
H -2.2885 -0.0745 1.3443
*
```

Calculated values
SMILES = [H]/N=c1/ncnncc1N
Highest occupied orbital energy = -8.753 eV
LUMO energy = -0.644 eV
HOMO-LUMO gap = 8.11 eV

Atom charges from the Mulliken analysis, given in e for atoms 1 to 4: 0.34 -0.63 0.28 -0.40

---

Most stable: C